The following is a DFT calculation (ωB97M-V/def2-TZVPD) of a single C5H8O2 molecule at a distorted geometry.

Atoms and positions in Å:
C (1.655, -0.417, -0.050)
C (1.053, 1.068, -0.586)
O (-0.225, 0.981, -1.148)
C (-1.297, -0.107, -0.566)
C (-1.673, 0.098, 0.880)
C (-0.828, -1.097, 0.438)
O (0.770, -1.161, 0.743)
H (1.967, -0.962, -0.966)
H (2.523, -0.036, 0.519)
H (1.101, 1.781, 0.267)
H (1.845, 1.285, -1.329)
H (-1.940, -0.246, -1.439)
H (-1.112, 0.899, 1.362)
H (-2.702, 0.025, 1.267)
H (-1.082, -2.149, 0.590)

Output
Kohn-Sham gap in eV: 10.313
Total charge: 0
HOMO in Eh: -0.341
SMILES: C1CO[C@@H]2C[C@@H]2O1
Energy relative to the best compared isomer or geometry (same formula, charge and spin) in eV: 4.144